Density functional theory data (ωB97M-V/def2-TZVPD) for an isolated molecule of C14H12BrNO2.

Element x y z (Å)
O  -0.314  -1.620  -0.961
Br  1.216  0.734  -7.005
O  -0.415  0.622  -0.471
C  -0.530  -0.453  -1.282
C  0.944  -0.172  -5.380
C  -0.316  -0.364  -4.917
C  -1.528  0.306  4.461
C  2.475  0.184  1.831
C  -2.269  0.529  3.306
C  1.737  0.294  0.638
C  -0.149  0.163  4.372
C  1.860  0.171  3.099
C  -1.671  0.567  2.056
C  0.332  0.419  0.697
C  0.460  0.241  3.152
C  -0.306  0.406  1.936
N  -0.851  -0.134  -2.580
C  -0.555  -1.090  -3.598
H  1.788  -0.478  -4.730
H  -1.167  -0.028  -5.478
H  -2.042  0.270  5.431
H  3.564  0.137  1.800
H  -3.354  0.687  3.385
H  2.250  0.289  -0.348
H  0.452  0.094  5.288
H  2.478  0.085  3.994
H  -2.225  0.721  1.150
H  -0.787  0.874  -2.779
H  -1.432  -1.772  -3.671
H  0.353  -1.680  -3.395

Output
charge	0
structure (SMILES)	O=C(NC/C=C/Br)Oc1cccc2ccccc12
E	-3319.9287	hartree
ΔE to the lowest compared entry with this formula, charge and spin	16.7	kcal per mole
LUMO energy	0.32	eV
HOMO-LUMO gap	8.446	eV

Density functional theory data (ωB97M-V/def2-TZVPD) for the ion C14H26BN2O5S with charge -1.

Element x y z (Å)
C  1.625  -0.130  2.727
C  1.958  -1.152  1.639
C  1.256  -0.966  0.275
N  2.232  -0.786  -0.874
C  2.712  0.538  -1.154
C  3.479  1.234  -0.046
O  2.541  1.070  -2.216
C  3.137  -1.810  -1.128
C  3.968  -1.633  -2.381
O  3.238  -2.786  -0.424
C  0.233  0.167  0.190
O  -0.529  -0.136  -0.933
B  -0.647  -1.631  -0.936
S  -0.460  -2.310  -2.796
C  -2.061  -2.245  -0.435
C  -2.792  -1.518  0.702
C  -3.642  -0.319  0.252
C  -2.976  1.026  0.488
N  -3.938  2.112  0.220
C  -3.503  3.360  -0.172
C  -2.238  3.846  0.501
O  -4.131  4.041  -0.955
O  0.470  -2.062  -0.028
H  0.602  -0.244  3.088
H  1.735  0.904  2.389
H  2.286  -0.269  3.585
H  3.037  -1.198  1.498
H  1.671  -2.148  1.978
H  2.775  1.752  0.608
H  4.051  0.536  0.565
H  4.133  1.978  -0.499
H  4.655  -0.787  -2.287
H  3.323  -1.423  -3.234
H  4.536  -2.546  -2.543
H  0.626  1.192  0.156
H  -0.366  0.082  1.112
H  0.799  -1.932  -3.049
H  -1.892  -3.288  -0.146
H  -2.750  -2.284  -1.292
H  -2.075  -1.178  1.461
H  -3.451  -2.221  1.222
H  -3.852  -0.410  -0.820
H  -4.604  -0.327  0.777
H  -2.654  1.095  1.533
H  -2.097  1.102  -0.155
H  -4.633  1.820  -0.463
H  -1.402  3.179  0.285
H  -2.009  4.843  0.133
H  -2.376  3.861  1.584

Output
charge	-1
E	-1457.9990	hartree
ΔE to the lowest compared entry with this formula, charge and spin	0.0	kcal per mole
LUMO energy	2.76	eV
HOMO-LUMO gap	7.394	eV

Density functional theory data (ωB97M-V/def2-TZVPD) for a cluster of 2 separate species, C2H2N2O in total.

Element x y z (Å)
C  0.038  -1.132  -1.296
C  0.134  1.042  1.344
N  0.655  0.120  1.828
N  -0.098  0.035  -1.112
O  -0.491  1.150  -1.181
H  0.737  -1.717  -0.838
H  -0.453  1.861  0.882

Output
charge	0
structure (SMILES)	C#[N+][O-].C#N
E	-262.0101	hartree
ΔE to the lowest compared entry with this formula, charge and spin	96.5	kcal per mole
LUMO energy	0.06	eV
HOMO-LUMO gap	10.717	eV

Density functional theory data (ωB97M-V/def2-TZVPD) for the ion C9H19N2 with charge +1.

Element x y z (Å)
C  3.774  0.861  -1.195
C  2.691  0.089  -1.035
C  -1.164  0.108  -1.440
C  -1.998  0.621  -0.421
C  0.171  -0.925  -0.673
C  -3.012  -0.217  0.320
C  -1.782  2.026  0.099
C  0.438  -0.709  1.855
C  2.262  -0.319  0.323
N  -0.502  -2.047  -0.271
N  0.746  -0.182  0.562
H  4.164  1.126  -2.142
H  4.492  1.003  -0.366
H  2.102  -0.351  -1.865
H  -1.595  -0.770  -1.875
H  -0.734  0.775  -2.160
H  -3.161  -1.186  -0.125
H  -4.038  0.213  0.269
H  -2.570  -0.189  1.387
H  -2.490  2.414  0.870
H  -1.808  2.733  -0.688
H  -0.862  2.252  0.568
H  1.185  -0.481  2.587
H  -0.523  -0.200  2.166
H  0.371  -1.750  1.688
H  2.841  0.259  1.124
H  2.481  -1.331  0.534
H  -0.976  -2.162  0.550
H  -0.848  -2.479  -1.186
H  0.342  0.819  0.540

Output
charge	+1
E	-463.3909	hartree
ΔE to the lowest compared entry with this formula, charge and spin	146.2	kcal per mole
LUMO energy (spin up / spin down)	-3.82 / -3.96	eV
HOMO-LUMO gap (spin up / spin down)	7.847 / 7.518	eV

Density functional theory data (ωB97M-V/def2-TZVPD) for a cluster of 3 separate species, C5H13NO2 in total.

Element x y z (Å)
C  2.285  0.373  -0.660
C  1.031  0.238  -1.108
N  0.521  -0.873  -1.760
C  -0.891  -1.168  -1.518
C  -2.042  -0.714  0.651
C  -1.194  -1.436  -0.073
H  3.016  -0.425  -0.733
H  2.641  1.319  -0.278
H  0.323  1.043  -0.968
H  1.140  -1.666  -1.684
H  -1.151  -2.055  -2.099
H  -1.463  -0.317  -1.878
H  -2.202  -0.882  1.705
H  -2.604  0.086  0.183
H  -0.619  -2.227  0.404
H  1.570  0.686  2.517
H  0.812  0.048  1.374
O  0.697  0.405  2.271
H  -0.409  1.826  1.535
H  -0.590  3.312  1.199
O  -0.873  2.428  0.921

Output
charge	0
structure (SMILES)	C=CCNC=C.O.O
E	-403.5001	hartree
ΔE to the lowest compared entry with this formula, charge and spin	48.0	kcal per mole
LUMO energy	0.78	eV
HOMO-LUMO gap	9.173	eV

Density functional theory data (ωB97M-V/def2-TZVPD) for an isolated molecule of C6H5NO.

Element x y z (Å)
C  -1.944  -0.102  -0.088
C  -1.199  1.036  -0.175
C  0.138  0.562  0.036
C  1.657  1.014  0.018
C  2.339  -0.127  -0.079
C  -1.228  -1.214  -0.021
H  -3.004  -0.137  0.192
H  -2.013  1.900  -0.219
H  2.018  2.060  0.085
H  3.223  -0.564  0.181
H  -1.535  -2.367  0.272
N  0.087  -0.787  -0.013
O  1.461  -1.272  -0.191

Output
charge	0
structure (SMILES)	c1cc2ccon2c1
E	-361.4461	hartree
ΔE to the lowest compared entry with this formula, charge and spin	86.7	kcal per mole
LUMO energy	1.05	eV
HOMO-LUMO gap	9.075	eV

What is the ΔE to the lowest compared entry with this formula, charge and spin in the fifth record?
48.0 kcal per mole